DFT (wB97M-V/def2-TZVPD) results for C44H65BrFN2OPSiTi as an isolated structure.

The geometry in XYZ format:
```
117
Properties=species:S:1:pos:R:3:lowdin_spin:R:1
Ti -1.2940 0.0465 -1.1251 0.95
C -1.4446 3.8090 1.8086 0.00
Si -1.9082 3.1187 0.1414 0.00
C -3.5640 3.8465 -0.3770 0.00
C -0.6379 3.5579 -1.1779 0.00
N -1.9017 1.3662 0.2213 -0.01
C -2.7351 0.6831 1.1253 0.00
C -3.9244 1.1628 1.6817 0.00
C -4.7058 0.3570 2.5041 0.00
C -4.3309 -0.9452 2.7957 0.00
C -3.1441 -1.4483 2.2719 0.00
C -2.3978 -0.6217 1.4763 0.00
F -1.2277 -1.0839 0.9224 0.01
H -1.7224 4.8626 1.8899 0.00
H -0.3697 3.7247 1.9830 0.00
H -1.9528 3.2667 2.6111 0.00
H -3.4054 4.6631 -1.0862 0.00
H -4.1015 4.2627 0.4782 0.00
H -4.2249 3.1207 -0.8533 0.00
H 0.0676 4.3070 -0.8111 0.00
H -1.1084 3.9645 -2.0760 0.00
H -0.0334 2.6989 -1.4857 0.00
H -4.2502 2.1708 1.4602 0.00
H -5.6214 0.7590 2.9177 0.00
H -4.9453 -1.5666 3.4323 0.00
H -2.7985 -2.4523 2.4828 0.00
C 0.2082 0.6026 6.2354 0.00
C -0.4207 1.0449 4.9120 0.00
C -1.9233 0.7782 4.9081 0.00
C 0.2907 0.3928 3.7463 0.00
C 1.1035 1.1374 2.9189 0.00
C 1.8484 0.5512 1.8968 0.00
C 2.9506 1.3717 1.2658 0.00
C 4.1882 1.3486 2.1710 0.00
C 2.5478 2.8156 0.9738 0.00
C 1.7006 -0.8117 1.6223 0.00
C 0.9275 -1.6089 2.5056 0.00
C 0.2410 -0.9834 3.5364 0.00
C 0.8626 -3.1254 2.3730 0.00
C 0.2931 -3.8433 3.5936 0.00
C 0.1155 -3.5792 1.1206 0.00
C 2.6033 -1.4878 0.6138 0.00
C 3.6837 -2.1301 1.2339 0.00
C 4.6088 -2.9021 0.5589 0.00
C 4.4730 -3.0538 -0.8100 0.00
C 3.4448 -2.3897 -1.4505 0.00
C 2.4959 -1.5929 -0.7951 0.00
P 1.3423 -0.7347 -1.9909 0.01
C 2.4999 0.4632 -2.9292 0.00
C 3.8998 -0.0654 -3.2716 0.00
C 1.8450 0.9215 -4.2364 0.00
C 2.7154 1.7181 -2.0736 0.00
C 0.7723 -2.0658 -3.2468 0.00
C -0.4363 -1.5038 -4.0190 0.01
C 1.7575 -2.5592 -4.3196 0.00
C 0.2831 -3.2783 -2.4507 0.00
H -0.2353 1.1448 7.0720 0.00
H 1.2849 0.7774 6.2450 0.00
H 0.0414 -0.4643 6.4026 0.00
H -0.2694 2.1241 4.8088 0.00
H -2.1345 -0.2908 4.9861 0.00
H -2.3925 1.1438 3.9920 0.00
H -2.4012 1.2700 5.7572 0.00
H 1.2168 2.1975 3.1179 0.00
H 3.2250 0.8848 0.3371 0.00
H 3.9433 1.7523 3.1559 0.00
H 4.9898 1.9564 1.7452 0.00
H 4.5671 0.3355 2.3066 0.00
H 2.5094 3.4091 1.8893 0.00
H 1.5656 2.8731 0.4999 0.00
H 3.2772 3.2935 0.3167 0.00
H -0.3570 -1.5825 4.2103 0.00
H 1.8933 -3.4730 2.2686 0.00
H -0.7655 -3.6138 3.7429 0.00
H 0.8278 -3.5909 4.5100 0.00
H 0.3702 -4.9217 3.4469 0.00
H -0.9649 -3.4530 1.2440 0.00
H 0.3086 -4.6355 0.9231 0.00
H 0.4221 -3.0121 0.2466 0.00
H 3.7714 -2.0190 2.3083 0.00
H 5.4184 -3.3769 1.0973 0.00
H 5.1645 -3.6593 -1.3807 0.00
H 3.3957 -2.4805 -2.5197 0.00
H 3.8996 -0.9030 -3.9658 0.00
H 4.4629 -0.3442 -2.3842 0.00
H 4.4387 0.7556 -3.7527 0.00
H 1.5771 0.1136 -4.9108 0.00
H 2.5611 1.5585 -4.7603 0.00
H 0.9711 1.5418 -4.0521 0.00
H 3.5503 1.5869 -1.3904 0.00
H 1.8413 2.0023 -1.4912 0.00
H 2.9645 2.5563 -2.7297 0.00
H -0.1730 -0.6887 -4.6909 0.00
H -1.2414 -1.1711 -3.3686 0.00
H -0.8464 -2.3097 -4.6327 0.00
H 2.2415 -1.7549 -4.8680 0.00
H 1.1814 -3.1376 -5.0462 0.00
H 2.5186 -3.2337 -3.9360 0.00
H -0.4864 -3.0103 -1.7258 0.00
H 1.0973 -3.7753 -1.9243 0.00
H -0.1562 -3.9965 -3.1483 0.00
Br -1.8192 3.3123 -6.0429 0.00
C -2.6419 2.3925 -4.6316 0.00
C -4.0160 2.3275 -4.5057 0.00
C -4.5429 1.6341 -3.4285 0.00
C -3.6882 1.0409 -2.5217 0.00
N -2.3531 1.0927 -2.6532 0.01
C -1.8488 1.7573 -3.6915 0.01
H -4.6591 2.8081 -5.2309 0.00
H -5.6110 1.5580 -3.2833 0.00
H -4.0725 0.5115 -1.6602 0.00
H -0.7769 1.7844 -3.7777 0.00
C -3.2959 -2.3724 -1.2625 0.00
O -2.3500 -1.3439 -1.3922 -0.01
H -2.8909 -3.1767 -0.6448 0.00
H -3.5462 -2.7730 -2.2467 0.00
H -4.2017 -1.9933 -0.7837 0.00
```

Computed properties:
**LUMO level (spin up / spin down)**: -2.842 / -2.822 eV
**2S+1**: 2
**Net charge**: +1
**Frontier orbital gap (spin up / spin down)**: 7.47 / 7.62 eV
**E_HOMO (spin up / spin down)**: -0.3791 / -0.3839 Ha



DFT (wB97M-V/def2-TZVPD) results for a 7-piece molecular cluster, C44H65F2NO21 overall.

The geometry in XYZ format:
```
133
Properties=species:S:1:pos:R:3:mulliken_charge:R:1
C 0.2981 0.1146 -1.2430 -0.97
C -0.2859 -0.5397 0.1049 -0.14
O 0.7022 -1.3104 0.8672 -0.33
C 0.7448 -2.6038 0.2736 0.32
C 1.8330 -2.9179 -0.6036 -0.39
C 1.8678 -4.3775 -1.2947 0.21
O 2.9477 -4.9964 -1.4337 -0.60
C 0.4254 -4.9479 -1.7205 -0.06
C 0.1597 -5.7883 -2.9988 0.44
C 1.3458 -6.1296 -4.0072 -0.79
C 1.0517 -5.7839 -5.5448 -0.48
C 1.1557 -4.2360 -5.9145 0.66
C 2.0695 -3.1924 -5.2296 -0.22
C 2.0461 -1.7269 -5.7853 -0.53
C 1.1671 -1.2652 -6.9771 -0.43
C 0.2163 -2.3012 -7.6390 -0.49
C 0.2379 -3.7454 -7.0948 -0.39
C -1.3223 -6.2806 -3.2307 -0.05
N -1.7225 -7.1280 -4.3958 -0.67
C -2.4922 -5.9218 -2.2557 0.34
F -3.8190 -6.3438 -2.5002 -0.27
C -2.2225 -5.0772 -0.9773 0.25
F -3.2539 -4.7247 -0.0635 -0.28
C -0.7674 -4.6072 -0.7477 0.60
C -0.4267 -3.6891 0.5349 0.00
O -1.0201 -3.7915 1.6377 -0.65
H 0.3362 -0.7272 -2.0297 0.35
H -0.5006 0.8714 -1.5990 0.31
H 1.3353 0.5745 -1.1406 0.20
H -0.7226 0.2339 0.8408 0.29
H -1.1922 -1.1832 -0.2238 0.21
H 2.6678 -2.1594 -0.8381 0.31
H 1.5540 -7.2631 -3.8939 0.35
H 2.3439 -5.6196 -3.7425 0.35
H 0.0598 -6.1708 -5.9492 0.14
H 1.8730 -6.3230 -6.1589 0.36
H 2.7364 -3.5062 -4.3556 0.25
H 2.7106 -0.9222 -5.2994 0.30
H 1.1622 -0.2093 -7.4145 0.31
H -0.4722 -2.0058 -8.4939 0.34
H -0.4463 -4.5094 -7.6161 0.16
H -0.8627 -7.6425 -4.6712 0.39
H -1.9309 -6.4714 -5.1676 0.28
C -1.3344 6.0866 -0.2020 -1.01
C 0.1750 6.1597 -0.0662 -0.18
O 0.6119 5.5651 1.1625 -0.39
C 0.6330 4.2230 1.1811 0.76
O 0.3297 3.4926 0.2660 -0.54
O 1.0255 3.8289 2.4041 -0.34
C 0.9973 2.4162 2.5881 -0.53
H -1.8208 6.5210 0.6755 0.24
H -1.6684 6.6200 -1.0945 0.35
H -1.6765 5.0517 -0.2742 0.29
H 0.4852 7.2067 -0.0351 0.30
H 0.6805 5.6988 -0.9192 0.31
H 1.5647 1.9026 1.8087 0.24
H -0.0373 2.0663 2.6054 0.25
H 1.4555 2.1918 3.5519 0.26
C -0.4085 -6.1967 3.1431 -1.00
C 1.0997 -6.1172 3.2763 0.24
O 1.5405 -6.7063 4.5072 -0.35
C 1.5674 -8.0483 4.5306 0.70
O 1.2676 -8.7827 3.6200 -0.55
O 1.9632 -8.4366 5.7553 -0.34
C 1.9406 -9.8491 5.9488 -0.64
H -0.8961 -5.7614 4.0193 0.32
H -0.7433 -5.6676 2.2499 0.00
H -0.7470 -7.2336 3.0746 0.40
H 1.4042 -5.0689 3.3030 0.03
H 1.6062 -6.5786 2.4235 0.32
H 2.5084 -10.3658 5.1718 0.30
H 0.9081 -10.2043 5.9716 0.29
H 2.4029 -10.0627 6.9133 0.23
C -2.3592 9.5111 5.2130 -1.07
C -2.1583 9.3777 3.7154 -0.22
O -3.3482 8.8943 3.0781 -0.32
C -4.3251 9.7993 2.9098 0.76
O -4.2830 10.9621 3.2348 -0.55
O -5.3731 9.1809 2.3386 -0.33
C -6.5241 10.0100 2.1929 -0.64
H -2.7161 8.5692 5.6384 0.32
H -1.4256 9.7924 5.7044 0.34
H -3.1101 10.2692 5.4464 0.28
H -1.3757 8.6409 3.5196 0.30
H -1.8338 10.3200 3.2654 0.32
H -6.2824 10.9366 1.6674 0.29
H -6.9538 10.2246 3.1737 0.29
H -7.2600 9.4615 1.6037 0.22
C 4.0993 -4.3762 2.5866 -0.68
C 3.6563 -3.7960 3.9181 -0.11
O 4.7601 -3.1972 4.6093 -0.38
C 5.1388 -1.9907 4.1601 0.74
O 4.6330 -1.3782 3.2496 -0.55
O 6.1984 -1.5894 4.8836 -0.35
C 6.7662 -0.3581 4.4426 -0.62
H 4.9369 -5.0645 2.7267 0.31
H 3.2781 -4.9094 2.1047 0.02
H 4.4432 -3.5927 1.9071 0.33
H 3.2843 -4.6005 4.5570 0.27
H 2.8405 -3.0775 3.7957 0.29
H 6.0113 0.4292 4.3842 0.28
H 7.2516 -0.4987 3.4744 0.29
H 7.5218 -0.0580 5.1697 0.22
C -0.2554 12.8002 9.9193 -1.10
C -1.7571 12.5847 9.8966 -0.15
O -2.4192 13.6416 9.1910 -0.36
C -2.3470 13.5776 7.8518 0.77
O -1.7915 12.7193 7.2087 -0.55
O -2.9790 14.6505 7.3477 -0.34
C -2.8914 14.7584 5.9277 -0.52
H -0.0152 13.7900 10.3161 0.30
H 0.2342 12.0419 10.5340 0.36
H 0.1673 12.7503 8.9131 0.30
H -2.1407 12.6028 10.9192 0.29
H -2.0197 11.6125 9.4705 0.28
H -3.2259 13.8410 5.4379 0.20
H -1.8667 14.9989 5.6362 0.28
H -3.5428 15.5745 5.6128 0.22
C -2.0291 -8.9910 -12.7909 -1.09
C -2.4749 -8.4177 -11.4589 -0.18
O -1.3732 -7.8284 -10.7562 -0.34
C -0.9863 -6.6199 -11.1951 0.75
O -1.4834 -5.9997 -12.1042 -0.55
O 0.0701 -6.2280 -10.4618 -0.31
C 0.6466 -4.9952 -10.8906 -0.68
H -1.1959 -9.6848 -12.6511 0.29
H -2.8519 -9.5169 -13.2797 0.36
H -1.6781 -8.2048 -13.4632 0.31
H -2.8542 -9.2237 -10.8267 0.29
H -3.2858 -7.6945 -11.5811 0.31
H -0.1045 -4.2042 -10.9485 0.29
H 1.1380 -5.1310 -11.8564 0.34
H 1.3986 -4.7020 -10.1568 0.22
```

Computed properties:
**SMILES string**: CCOC1=CC(=O)c2c(CCc3ccccc3)c(N)c(F)c(F)c2C1=O.CCOC(=O)OC.CCOC(=O)OC.CCOC(=O)OC.CCOC(=O)OC.CCOC(=O)OC.CCOC(=O)OC
**LUMO level**: -1.458 eV
**Frontier orbital gap**: 7.56 eV
**E_HOMO**: -0.3312 Ha
**ΔE to the lowest compared entry with this formula, charge and spin**: 10.4014 eV



DFT (wB97M-V/def2-TZVPD) results for C44H65I2NO9S4 as an isolated structure.

The geometry in XYZ format:
```
125
Properties=species:S:1:pos:R:3:mulliken_charge:R:1
C 8.0911 4.6113 -1.1370 -0.74
O 7.7192 3.5601 -2.0042 -0.15
C 8.5047 2.4150 -1.7152 -0.70
C 8.1762 1.3157 -2.7245 -0.72
C 6.8412 0.6197 -2.3110 -0.68
C 6.0027 0.1534 -3.5242 -0.51
C 5.3252 -1.2182 -3.1759 -0.75
C 3.9182 -1.3780 -3.8067 -0.71
C 2.7772 -1.5510 -2.8245 -0.15
C 3.0015 -2.2073 -1.6307 -0.64
C 2.0459 -2.4201 -0.6766 -1.76
C 0.7742 -1.9829 -0.9520 0.63
C 0.4587 -1.3466 -2.1399 0.07
C 1.4716 -1.1142 -3.0643 1.20
C 1.1943 -0.3760 -4.3713 -1.23
C 0.5615 -1.2388 -5.4667 0.01
O 0.0351 -0.6860 -6.4157 -0.54
C -0.9688 -0.9358 -2.3895 0.73
O -1.3743 -0.7106 -3.5167 -0.61
C -1.8736 -0.8626 -1.1848 -0.60
C -3.1000 -0.1969 -1.2110 0.26
C -3.6678 0.4730 -2.4521 0.16
C -4.3115 -0.5420 -3.4227 -0.46
C -5.3749 0.0901 -4.3720 -0.78
N -5.3998 1.5698 -4.3783 -0.24
C -6.8035 2.0275 -4.2647 -0.64
C -6.7973 3.5311 -3.9748 0.17
C -6.2738 3.9492 -2.7712 -0.41
C -6.2908 5.2974 -2.4791 -0.65
C -6.8253 6.1698 -3.3995 -0.38
C -7.3203 5.7593 -4.6079 -0.44
C -7.3109 4.4075 -4.9117 0.24
O -7.7966 3.9695 -6.1266 -0.61
C -3.8789 -0.1306 -0.0806 -0.66
C -3.5023 -0.6943 1.1222 0.91
C -4.3907 -0.5798 2.3517 -0.60
I -5.2213 1.4501 2.4206 0.11
C -3.6868 -0.7942 3.7069 -0.64
C -3.3703 -2.2707 4.0231 -1.07
I -1.9691 0.5062 4.0091 0.12
C -2.3064 -1.3768 1.1337 -1.67
C -1.5270 -1.4583 0.0135 0.67
C -0.2449 -2.2372 0.1226 0.19
O -0.0414 -3.0031 1.0508 -0.68
H 7.2383 5.3010 -1.0947 0.14
H 8.9452 5.1894 -1.5201 0.30
H 8.3021 4.2779 -0.1128 0.35
H 9.5725 2.6691 -1.8546 0.38
H 8.3668 2.0777 -0.6774 0.39
H 8.1316 1.6970 -3.7463 0.37
H 8.9644 0.5635 -2.6009 0.33
H 6.2001 1.2912 -1.7280 0.21
H 7.1249 -0.2126 -1.6589 0.43
H 6.6075 0.0490 -4.4315 0.45
H 5.1947 0.8643 -3.7352 0.16
H 5.9953 -1.9946 -3.5647 0.21
H 5.3485 -1.3008 -2.0897 0.48
H 3.9430 -2.3001 -4.4089 0.34
H 3.7803 -0.5653 -4.5199 0.31
H 4.0138 -2.5807 -1.4343 0.74
H 2.2335 -2.9312 0.2594 0.68
H 2.0592 0.1605 -4.7601 0.53
H 0.4464 0.3883 -4.1440 0.42
H 0.5321 -2.3489 -5.4168 0.38
H -4.4934 1.1148 -2.1226 -0.59
H -2.9513 1.1323 -2.9466 0.47
H -4.7718 -1.3236 -2.8022 0.43
H -3.5713 -1.0498 -4.0416 0.21
H -6.3572 -0.3535 -4.1775 0.30
H -5.1264 -0.2335 -5.3947 0.37
H -5.0077 1.8911 -5.2547 0.28
H -7.3812 1.7648 -5.1585 0.42
H -7.1980 1.5429 -3.3651 0.40
H -5.8595 3.2326 -2.0694 0.33
H -5.8925 5.6304 -1.5259 0.40
H -6.8548 7.2360 -3.1844 0.34
H -7.7484 6.4313 -5.3456 0.43
H -8.6220 3.4909 -5.9994 0.35
H -4.8280 0.3900 -0.1560 0.66
H -5.2581 -1.2438 2.3128 0.53
H -4.3918 -0.4625 4.4715 0.76
H -3.7081 -2.4956 5.0417 0.22
H -2.2839 -2.4235 4.0401 0.41
H -3.7912 -2.9817 3.3056 0.36
H -1.9425 -1.8499 2.0371 0.48
C 5.9531 -5.0782 2.0823 -0.95
S 6.0585 -5.1976 0.2914 0.39
O 5.5697 -3.9089 -0.2646 -0.53
C 4.7312 -6.3953 0.1007 -0.89
H 6.6800 -4.3405 2.4162 0.31
H 4.9508 -4.7618 2.3728 0.28
H 6.1873 -6.0467 2.5248 0.39
H 3.8077 -5.9936 0.5191 0.24
H 5.0035 -7.3228 0.6049 0.39
H 4.5973 -6.5857 -0.9624 0.31
C 4.7345 4.7210 -3.5513 -1.03
S 4.2850 4.1504 -1.9077 0.56
O 3.3433 3.0128 -2.0763 -0.59
C 3.3049 5.5935 -1.4631 -1.06
H 5.3247 3.9415 -4.0290 0.23
H 3.8329 4.9101 -4.1352 0.45
H 5.3308 5.6303 -3.4701 0.38
H 2.4937 5.7262 -2.1798 0.32
H 3.9446 6.4766 -1.4482 0.36
H 2.8906 5.4282 -0.4704 0.33
C -5.0445 -3.7677 8.6440 -0.79
S -5.7838 -2.4395 7.6870 0.32
O -5.0954 -2.4140 6.3631 -0.60
C -5.1043 -1.0963 8.6645 -0.23
H -5.3137 -4.7144 8.1794 0.35
H -3.9580 -3.6645 8.6559 0.15
H -5.4336 -3.7408 9.6617 0.36
H -4.0186 -1.1609 8.6700 -0.37
H -5.4921 -1.1550 9.6814 0.40
H -5.4132 -0.1559 8.2112 0.35
C -1.0722 -1.0130 9.5226 -0.72
S -0.6948 -2.7684 9.4193 0.57
O -1.6808 -3.4887 10.2699 -0.61
C 0.8462 -2.6780 10.3410 -0.99
H -2.0287 -0.8408 9.0378 0.02
H -1.1319 -0.7094 10.5684 0.31
H -0.2977 -0.4447 9.0075 0.37
H 0.6598 -2.2663 11.3333 0.31
H 1.5566 -2.0534 9.7992 0.36
H 1.2452 -3.6862 10.4331 0.33
```

Computed properties:
**LUMO level**: -0.428 eV
**Frontier orbital gap**: 8.03 eV
**E_HOMO**: -0.3109 Ha



Number 1: total energy -164751.5875 eV. Number 2: total energy -96594.8562 eV. Number 3: total energy -126137.9210 eV.